79
Properties=species:S:1:pos:R:3 method="wB97M-V/def2-TZVPD" total_energy_ha=-2859.92741 total_charge=+1 relative_energy_kcal_mol=88.5 gap_ev="5.33 / 5.12" molar_mass_g_mol=638.32
C -1.86 -0.15 -0.44
C -2.37 0.02 -1.78
C -2.33 -1.24 -2.42
H -2.87 0.92 -2.14
C -1.71 -2.18 -1.58
C -1.39 -1.54 -0.35
H -1.13 -2.05 0.58
H -2.03 0.52 0.41
H -2.79 -1.48 -3.38
H -1.58 -3.24 -1.78
Al 0.00 -0.08 -1.26
Si -0.54 -0.46 -5.38
C -0.29 1.18 -6.41
C 0.73 1.28 -7.35
H 1.44 0.45 -7.50
C 0.89 2.43 -8.13
H 1.72 2.48 -8.84
C -0.01 3.49 -8.00
H 0.13 4.40 -8.59
C -1.09 3.37 -7.12
H -1.81 4.18 -7.01
C -1.24 2.21 -6.34
H -2.10 2.12 -5.67
C -0.66 -1.50 -6.97
C -1.71 -1.27 -7.86
H -2.57 -0.67 -7.53
C -1.63 -1.73 -9.18
H -2.44 -1.50 -9.87
C -0.51 -2.45 -9.61
H -0.43 -2.78 -10.65
C 0.51 -2.75 -8.70
H 1.38 -3.33 -9.00
C 0.42 -2.29 -7.38
H 1.23 -2.51 -6.68
H -1.86 -0.37 -4.75
Si 3.20 0.19 -5.10
C 2.26 -1.37 -4.82
C 0.80 -1.53 -4.45
H 0.56 -0.96 -3.51
C 0.34 -2.92 -4.28
H -0.73 -3.08 -4.15
C 1.21 -3.99 -4.28
H 0.85 -5.00 -4.07
C 2.58 -3.80 -4.58
H 3.25 -4.66 -4.62
C 3.07 -2.52 -4.82
H 4.14 -2.39 -4.96
C 2.44 1.80 -4.60
C 1.21 1.93 -3.92
H 0.81 1.03 -3.44
C 0.47 3.11 -3.95
H -0.58 3.11 -3.63
C 1.05 4.25 -4.51
H 0.48 5.17 -4.56
C 2.35 4.19 -5.03
H 2.79 5.08 -5.47
C 3.06 3.00 -5.03
H 4.09 2.95 -5.39
H 4.44 0.15 -4.46
Cl 1.95 -0.86 -1.69
N 0.16 1.93 -1.11
C 0.53 2.39 0.23
C 0.79 3.71 0.51
C 1.32 4.04 1.78
C 1.63 3.04 2.70
C 1.41 1.66 2.39
C 1.80 0.57 3.20
C 1.58 -0.73 2.76
C 0.99 -0.94 1.51
N 0.63 0.07 0.72
C 0.80 1.36 1.15
H -0.68 2.43 -1.43
H 0.88 2.28 -1.75
H 0.59 4.48 -0.24
H 1.51 5.09 2.04
H 2.05 3.28 3.68
H 2.25 0.78 4.17
H 1.85 -1.61 3.33
H 0.82 -1.94 1.10

=====

88
Properties=species:S:1:pos:R:3 method="wB97M-V/def2-TZVPD" total_energy_ha=-5654.51664 total_charge=-2 relative_energy_kcal_mol=6.0 gap_ev=5.47 molar_mass_g_mol=826.55
Na -1.55 -0.61 1.04
O -4.22 4.86 2.67
C -3.67 3.87 2.23
C -4.29 2.83 1.33
O -5.43 2.86 0.90
C -3.25 1.83 1.07
C -2.04 2.19 1.77
O -0.98 1.51 1.75
C -2.24 3.46 2.47
O -1.40 4.07 3.12
O -3.34 0.80 0.33
N 1.90 0.78 0.99
P 1.46 -0.23 2.29
C 2.03 0.80 3.68
C 3.09 0.50 4.52
C 3.43 1.35 5.57
C 2.71 2.52 5.77
C 1.65 2.83 4.94
C 1.30 1.97 3.90
C 2.74 -1.55 2.26
C 4.04 -1.38 1.81
C 4.93 -2.44 1.79
C 4.52 -3.70 2.23
C 3.22 -3.88 2.67
C 2.32 -2.82 2.67
P 0.98 0.72 -0.44
C 2.21 0.09 -1.65
C 3.44 0.70 -1.89
C 4.37 0.14 -2.75
C 4.07 -1.06 -3.40
C 2.85 -1.68 -3.17
C 1.93 -1.11 -2.30
C 0.94 2.49 -0.89
C 1.03 2.91 -2.22
C 0.91 4.25 -2.55
C 0.67 5.19 -1.55
C 0.56 4.78 -0.23
C 0.69 3.44 0.10
H 2.66 1.44 1.07
H 3.67 -0.41 4.37
H 4.26 1.10 6.21
H 2.98 3.18 6.59
H 1.06 3.73 5.08
H 0.45 2.21 3.28
H 4.36 -0.41 1.44
H 5.94 -2.30 1.43
H 5.22 -4.53 2.21
H 2.88 -4.87 2.98
H 1.28 -2.98 2.94
H 3.67 1.64 -1.40
H 5.32 0.63 -2.93
H 4.79 -1.51 -4.07
H 2.61 -2.61 -3.67
H 0.98 -1.61 -2.13
H 1.20 2.18 -3.00
H 0.98 4.56 -3.58
H 0.56 6.24 -1.81
H 0.34 5.50 0.55
H 0.56 3.12 1.13
Br -1.40 -3.30 1.73
C -3.95 3.48 -2.24
C -2.52 2.99 -2.13
O -2.42 1.58 -2.17
H -3.99 4.57 -2.20
H -4.56 3.09 -1.43
H -4.39 3.15 -3.19
H -2.06 3.38 -1.21
H -1.92 3.37 -2.96
H -2.77 1.25 -1.32
O -3.81 -6.26 -4.16
C -2.73 -6.40 -3.24
N -3.14 -6.45 -1.86
C -3.69 -5.36 -1.19
O -4.61 -5.53 -0.42
C -3.12 -4.01 -1.47
C -3.95 -2.90 -1.37
C -3.42 -1.65 -1.64
C -2.09 -1.56 -2.02
N -1.27 -2.61 -2.06
C -1.78 -3.80 -1.76
H -4.15 -5.37 -4.08
H -2.01 -5.59 -3.39
H -2.25 -7.34 -3.49
H -3.64 -7.29 -1.62
H -4.98 -3.03 -1.07
H -4.02 -0.75 -1.54
H -1.66 -0.60 -2.28
H -1.08 -4.63 -1.73

=====

90
Properties=species:S:1:pos:R:3 method="wB97M-V/def2-TZVPD" total_energy_ha=-5246.87343 total_charge=0 gap_ev=7.42 molar_mass_g_mol=827.59 smiles="CC(=O)OCCCCCCCCc1ccc(Br)c2c1C(=O)C=CC2=O.O=C1C=C(O)C(=O)C=C1O.O=C1C=C(O)C(=O)C=C1O.O=C1C=C(O)C(=O)C=C1O"
C 2.99 -1.79 3.19
C 2.55 -1.86 1.76
O 1.55 -2.42 1.40
O 3.41 -1.25 0.91
C 2.86 -0.69 -0.29
C 2.97 0.83 -0.25
C 1.67 1.48 0.23
C 1.87 2.78 1.01
C 0.73 3.81 0.88
C -0.67 3.21 0.90
C -1.19 2.96 2.32
C -2.59 2.35 2.31
C -2.65 0.91 1.83
C -1.55 0.07 1.98
C -1.54 -1.23 1.53
C -2.67 -1.78 0.94
Br -2.54 -3.56 0.36
C -3.81 -0.99 0.79
C -3.79 0.35 1.23
C -5.02 1.17 1.01
O -5.26 2.19 1.63
C -5.96 0.71 -0.03
C -5.98 -0.55 -0.44
C -5.07 -1.53 0.20
O -5.38 -2.70 0.25
H 3.92 -1.25 3.32
H 3.15 -2.81 3.53
H 2.18 -1.38 3.79
H 3.41 -1.09 -1.13
H 1.82 -0.97 -0.42
H 3.81 1.14 0.37
H 3.15 1.15 -1.28
H 0.99 1.65 -0.61
H 1.18 0.76 0.90
H 2.03 2.57 2.07
H 2.79 3.25 0.66
H 0.81 4.49 1.73
H 0.88 4.42 -0.01
H -0.73 2.28 0.32
H -1.37 3.90 0.42
H -1.22 3.91 2.85
H -0.47 2.34 2.85
H -3.07 2.45 3.28
H -3.19 2.94 1.62
H -0.64 0.42 2.44
H -0.66 -1.85 1.63
H -6.66 1.45 -0.41
H -6.67 -0.92 -1.19
O 4.74 -3.32 -7.40
C 4.23 -2.63 -6.54
C 4.71 -1.32 -6.15
C 4.08 -0.66 -5.17
O 4.44 0.54 -4.75
C 2.88 -1.23 -4.46
O 2.39 -0.55 -3.57
C 2.39 -2.53 -4.86
C 3.02 -3.19 -5.84
O 2.64 -4.38 -6.28
H 5.57 -0.92 -6.67
H 3.81 0.78 -4.04
H 1.52 -2.92 -4.35
H 3.28 -4.62 -6.98
O 8.53 7.78 0.11
C 7.62 7.03 0.42
C 7.66 5.59 0.27
C 6.59 4.87 0.64
O 6.52 3.55 0.54
C 5.34 5.51 1.20
O 4.42 4.76 1.48
C 5.31 6.95 1.36
C 6.38 7.67 1.00
O 6.45 8.98 1.11
H 8.55 5.14 -0.13
H 5.64 3.30 0.88
H 4.42 7.39 1.77
H 7.33 9.24 0.77
O -8.85 -4.74 -0.69
C -8.36 -5.56 0.07
C -7.02 -5.47 0.61
C -6.60 -6.44 1.43
O -5.39 -6.46 1.98
C -7.46 -7.62 1.82
O -6.97 -8.45 2.56
C -8.81 -7.69 1.29
C -9.24 -6.72 0.47
O -10.45 -6.69 -0.06
H -6.41 -4.63 0.33
H -5.35 -7.27 2.52
H -9.43 -8.53 1.58
H -10.48 -5.88 -0.61

=====

84
Properties=species:S:1:pos:R:3 method="wB97M-V/def2-TZVPD" spin_multiplicity=5 total_energy_ha=-4636.47617 total_charge=-1 gap_ev="3.70 / 7.15" molar_mass_g_mol=822.69
Rh -0.71 1.35 0.86
C 0.75 3.83 2.25
C 1.38 2.75 3.16
C 1.94 1.54 2.46
C 3.31 1.36 2.33
C 3.82 0.17 1.81
C 2.91 -0.83 1.48
C 1.56 -0.57 1.59
N 1.07 0.60 2.04
N -0.61 3.52 1.85
C -1.53 3.49 2.99
C -1.68 2.12 3.62
C -1.89 1.98 4.97
C -2.14 0.71 5.51
C -2.16 -0.38 4.62
C -1.92 -0.16 3.29
N -1.69 1.06 2.78
C -1.10 4.45 0.83
C -2.33 3.90 0.14
C -3.14 4.71 -0.62
C -4.30 4.18 -1.21
C -4.59 2.83 -0.97
C -3.71 2.08 -0.23
N -2.58 2.59 0.31
H 1.37 3.93 1.35
H 0.78 4.79 2.79
H 0.63 2.41 3.87
H 2.19 3.23 3.72
H 3.99 2.16 2.63
H 4.88 0.03 1.69
H 3.24 -1.80 1.12
H 0.82 -1.31 1.31
H -2.52 3.77 2.62
H -1.23 4.23 3.74
H -1.87 2.84 5.62
H -2.31 0.58 6.56
H -2.36 -1.37 4.98
H -1.93 -0.96 2.57
H -0.33 4.58 0.07
H -1.33 5.43 1.26
H -2.89 5.76 -0.76
H -4.95 4.79 -1.81
H -5.48 2.38 -1.37
H -3.88 1.03 -0.03
O 1.50 0.73 -0.79
Cl -1.44 0.61 -1.57
O -0.72 0.24 -2.86
O -1.28 -0.51 -0.50
O 0.63 2.83 -0.91
C 0.84 1.69 -0.64
Ge 0.54 -1.87 -1.90
C -0.86 -2.88 -2.96
C -1.46 -2.32 -4.09
C -2.53 -2.94 -4.71
C -3.05 -4.13 -4.21
C -2.46 -4.69 -3.08
C -1.39 -4.07 -2.47
C 1.21 -3.34 -0.64
C 2.48 -3.89 -0.71
C 2.92 -4.78 0.25
C 2.10 -5.15 1.30
C 0.82 -4.62 1.38
C 0.39 -3.71 0.42
C 2.12 -1.45 -3.08
C 2.04 -1.38 -4.46
C 3.10 -0.89 -5.21
C 4.26 -0.46 -4.59
C 4.35 -0.52 -3.20
C 3.28 -1.00 -2.46
H -1.11 -1.37 -4.45
H -2.98 -2.49 -5.58
H -3.90 -4.60 -4.68
H -2.85 -5.62 -2.68
H -0.94 -4.53 -1.60
H 3.13 -3.61 -1.53
H 3.92 -5.20 0.18
H 2.45 -5.84 2.05
H 0.16 -4.92 2.18
H -0.60 -3.28 0.50
H 1.13 -1.70 -4.95
H 3.02 -0.85 -6.29
H 5.08 -0.07 -5.17
H 5.24 -0.18 -2.70
H 3.34 -1.02 -1.39

=====

79
Properties=species:S:1:pos:R:3 method="wB97M-V/def2-TZVPD" spin_multiplicity=6 total_energy_ha=-2721.33843 total_charge=+2 relative_energy_kcal_mol=17.5 gap_ev="6.15 / 3.77" molar_mass_g_mol=803.55
C 1.25 -0.45 -1.04
C 0.41 -1.58 -0.92
C -0.95 -1.18 -1.27
H 0.71 -2.62 -0.79
C -0.90 0.29 -1.51
C 0.48 0.68 -1.36
H 0.87 1.67 -1.61
H 2.34 -0.47 -0.99
H -1.71 -1.82 -1.70
H -1.67 0.87 -2.01
Ir -1.38 -0.33 0.57
Si -3.60 -1.07 0.59
C -3.01 -2.82 1.21
C -3.32 -3.15 2.54
H -3.71 -2.38 3.21
C -3.25 -4.48 2.96
H -3.63 -4.76 3.94
C -2.76 -5.46 2.09
H -2.73 -6.51 2.40
C -2.33 -5.11 0.81
H -1.95 -5.87 0.12
C -2.45 -3.79 0.37
H -2.11 -3.51 -0.64
C -4.16 -0.85 -1.21
C -4.45 -1.95 -2.04
H -4.28 -2.96 -1.68
C -5.00 -1.73 -3.30
H -5.34 -2.59 -3.90
C -5.14 -0.43 -3.80
H -5.59 -0.26 -4.78
C -4.72 0.66 -3.03
H -4.81 1.68 -3.41
C -4.25 0.45 -1.74
H -3.94 1.30 -1.13
H -2.67 0.67 0.53
Si -6.15 -1.45 1.07
C -7.35 -1.10 -0.33
C -8.16 -2.12 -0.83
H -8.18 -3.10 -0.35
C -8.92 -1.90 -1.99
H -9.50 -2.73 -2.40
C -8.91 -0.66 -2.62
H -9.47 -0.51 -3.55
C -8.17 0.39 -2.07
H -8.14 1.35 -2.57
C -7.42 0.18 -0.91
H -6.83 1.00 -0.49
C -6.34 -3.28 1.46
C -5.98 -4.20 0.47
H -5.58 -3.85 -0.48
C -6.12 -5.57 0.72
H -5.78 -6.28 -0.03
C -6.68 -6.01 1.92
H -6.81 -7.08 2.09
C -7.09 -5.08 2.89
H -7.53 -5.43 3.82
C -6.91 -3.72 2.68
H -7.19 -2.97 3.42
H -6.88 -0.85 2.24
Cl -4.68 0.22 2.05
N -0.11 -1.32 1.95
C 0.92 -0.51 2.55
C 1.98 -1.02 3.28
C 2.95 -0.12 3.79
C 2.87 1.24 3.53
C 1.81 1.77 2.74
C 1.70 3.11 2.32
C 0.68 3.46 1.45
C -0.23 2.50 0.99
N -0.18 1.22 1.40
C 0.82 0.84 2.27
H 0.32 -2.17 1.55
H -0.75 -1.70 2.65
H 2.06 -2.09 3.45
H 3.78 -0.51 4.38
H 3.64 1.93 3.90
H 2.43 3.83 2.68
H 0.56 4.48 1.10
H -1.02 2.75 0.28

=====

78
Properties=species:S:1:pos:R:3 method="wB97M-V/def2-TZVPD" spin_multiplicity=3 total_energy_ha=-3610.14274 total_charge=+2 gap_ev="5.28 / 6.42" molar_mass_g_mol=654.05
V 0.46 0.00 -0.21
Cl 0.18 -0.05 -2.52
P -0.04 2.36 -0.16
P -0.03 -2.36 -0.05
C 0.07 3.33 1.39
C -1.54 3.06 -0.92
C 1.35 3.00 -1.18
C 1.53 -3.25 -0.43
C -0.59 -3.24 1.45
C -1.22 -2.93 -1.33
C 1.17 4.14 1.70
C 1.20 4.81 2.93
C 0.17 4.68 3.85
C -0.92 3.86 3.54
C -0.97 3.19 2.32
H 1.98 4.26 0.99
H 2.06 5.44 3.17
H 0.20 5.21 4.82
H -1.74 3.74 4.26
H -1.83 2.56 2.09
C 2.64 2.50 -0.93
C 3.73 2.99 -1.64
C 3.56 3.97 -2.62
C 2.28 4.44 -2.89
C 1.17 3.96 -2.19
H 2.78 1.71 -0.17
H 4.73 2.58 -1.44
H 4.42 4.34 -3.18
H 2.13 5.19 -3.68
H 0.17 4.34 -2.41
C -1.99 4.37 -0.65
C -3.15 4.86 -1.26
C -3.87 4.08 -2.16
C -3.42 2.78 -2.44
C -2.28 2.28 -1.83
H -1.45 5.00 0.04
H -3.49 5.88 -1.04
H -4.78 4.47 -2.64
H -3.99 2.15 -3.13
H -1.94 1.27 -2.06
C -1.81 -3.92 1.54
C -2.19 -4.53 2.74
C -1.38 -4.45 3.87
C -0.17 -3.76 3.79
C 0.23 -3.15 2.59
H -2.46 -3.99 0.67
H -3.14 -5.07 2.80
H -1.68 -4.91 4.82
H 0.47 -3.67 4.67
H 1.18 -2.62 2.54
C 2.52 -2.57 -1.15
C 3.73 -3.21 -1.46
C 3.97 -4.53 -1.05
C 2.98 -5.20 -0.33
C 1.77 -4.57 -0.02
H 2.36 -1.54 -1.48
H 4.50 -2.68 -2.02
H 4.92 -5.02 -1.29
H 3.16 -6.23 0.00
H 1.01 -5.12 0.54
C -0.99 -4.06 -2.13
C -1.95 -4.46 -3.06
C -3.13 -3.74 -3.23
C -3.34 -2.59 -2.46
C -2.40 -2.19 -1.52
H -0.06 -4.62 -2.02
H -1.76 -5.35 -3.67
H -3.87 -4.05 -3.98
H -4.25 -2.00 -2.60
H -2.55 -1.28 -0.92
H 3.05 -0.06 -3.49
H 2.32 -0.08 -3.73
C 0.01 0.04 4.42
C 0.11 0.04 2.97
N 0.16 0.04 1.81
H -0.91 0.59 4.75
H 0.89 0.54 4.88
H -0.04 -1.00 4.81